DFT (ωB97M-V with the def2-TZVPD basis set) results for the molecule C22H26N2O2.

```
52
C22H26N2O2 (ωB97M-V with the def2-TZVPD basis set)
O 2.844 -1.850 0.492
O -2.439 0.694 -2.759
N -2.083 1.126 -0.574
N 2.273 -0.205 1.930
C 4.522 -0.273 1.092
C 6.389 0.855 2.088
C -1.507 0.016 1.522
C -0.713 1.531 -0.807
C -4.241 0.274 -1.278
C 5.244 -0.393 -0.090
C 7.279 0.008 -1.495
C -5.900 -1.478 -1.188
C 0.259 0.553 -0.149
C -6.503 0.801 -0.682
C 6.528 0.120 -0.204
C -4.598 -1.059 -1.424
C -6.848 -0.533 -0.814
C 0.885 -0.583 2.023
C 7.091 0.750 0.900
C -0.046 0.431 1.345
C -2.432 1.014 0.820
C -6.283 -2.916 -1.363
C 5.105 0.350 2.191
C -5.201 1.210 -0.912
C 3.151 -0.861 1.129
C -2.844 0.702 -1.611
H 0.162 -0.426 -0.619
H 1.282 0.899 -0.304
H -0.561 1.561 -1.887
H 8.352 0.062 -1.328
H -2.326 2.002 1.288
H -6.648 -3.079 -2.378
H 0.102 1.411 1.818
H 0.801 -1.556 1.531
H -1.656 -0.974 1.088
H 0.608 -0.692 3.078
H -5.428 -3.568 -1.205
H -3.848 -1.775 -1.729
H -1.765 -0.033 2.581
H 6.997 0.824 -2.160
H 8.092 1.151 0.832
H 4.781 -0.900 -0.923
H -4.928 2.251 -0.816
H -3.470 0.694 0.915
H -7.076 -3.194 -0.673
H 6.848 1.331 2.943
H -0.570 2.538 -0.395
H 4.580 0.412 3.133
H -7.252 1.526 -0.399
H -7.866 -0.844 -0.630
H 7.044 -0.928 -1.995
H 2.548 0.667 2.352
```

Output
charge: 0
F_max: 0.53 eV/A
E_tot: -30312.97621 eV
gap between HOMO and LUMO: 9.730 eV
highest occupied orbital energy: -9.1 eV
ΔE to the lowest compared entry with this formula, charge and spin: 5.3 kcal per mole